Model P:
H2N2O2S | ωB97M-V/def2-TZVPD

CARTESIAN COORDINATES (ANGSTROEM)
N  0.573  0.863  -0.788
N  0.488  -1.082  0.872
O  -1.220  0.850  0.964
O  -1.111  -0.932  -0.798
S  -0.447  0.000  0.085
H  0.586  1.820  -0.546
H  1.132  -1.519  0.213

As for the HOMO energy (alpha / beta): -0.42793 / -0.42337 Ha. Its HOMO-LUMO gap (alpha / beta) is 8.9 / 8.1 eV. For the LUMO energy (alpha / beta), the calculation gives -2.748 / -3.437 eV. Its spin multiplicity is 1.

Model Q:
H2N2O2S | ωB97M-V/def2-TZVPD

CARTESIAN COORDINATES (ANGSTROEM)
N  0.255  -0.818  0.561
N  -0.756  -0.013  -1.075
O  -1.144  -0.707  -1.932
O  -0.734  1.105  -0.773
S  0.104  0.411  1.483
H  1.078  -1.385  0.529
H  1.196  1.408  1.206

As for the HOMO energy (alpha / beta): -0.32424 / -0.32128 Ha. Its HOMO-LUMO gap (alpha / beta) is 8.1 / 8.1 eV. For the LUMO energy (alpha / beta), the calculation gives -0.725 / -0.613 eV. Its spin multiplicity is 1.

Which of them is most stable, and which least? Most stable: model P; least stable: model Q.

Model P:
C4H12S | ωB97M-V/def2-TZVPD

CARTESIAN COORDINATES (ANGSTROEM)
C  -0.864  -0.745  -1.969
S  -1.451  0.886  -1.754
C  -2.776  0.769  -0.411
H  0.036  -0.917  -1.522
H  -1.457  -1.521  -1.520
H  -0.629  -0.890  -3.054
H  -2.384  0.929  0.675
H  -3.424  -0.009  -0.594
H  -3.321  1.725  -0.411
C  2.916  -1.340  3.116
C  3.349  -0.204  2.309
H  1.801  -1.554  3.125
H  3.272  -2.385  2.798
H  3.117  -1.022  4.224
H  2.835  -0.036  1.369
H  4.400  -0.138  1.961
H  3.220  0.761  2.744

As for the HOMO energy: -0.31047 Ha. Its HOMO-LUMO gap is 9.3 eV. Its SMILES is CSC.CC. For the LUMO energy, the calculation gives 0.849 eV. Its spin multiplicity is 1.

Model Q:
C4H12S | ωB97M-V/def2-TZVPD

CARTESIAN COORDINATES (ANGSTROEM)
C  -0.954  1.357  -1.509
C  0.459  0.785  -1.904
S  0.225  -0.980  -2.485
H  -0.803  2.017  -0.639
H  -1.639  0.578  -1.205
H  -1.175  1.817  -2.460
H  0.854  1.491  -2.670
H  1.217  0.748  -1.137
H  0.000  -0.589  -3.768
C  -0.280  -0.304  2.138
C  0.782  -1.402  2.337
H  -1.068  -0.635  1.460
H  0.127  0.638  1.747
H  -0.851  -0.189  3.046
H  1.628  -1.326  1.678
H  1.136  -1.656  3.351
H  0.339  -2.349  2.020

As for the HOMO energy: -0.33074 Ha. Its HOMO-LUMO gap is 9.9 eV. Its SMILES is CCS.CC. For the LUMO energy, the calculation gives 0.872 eV. Its spin multiplicity is 1.

Which of them is most stable, and which least? Most stable: model Q; least stable: model P.

Model P:
C4H5N3O | ωB97M-V/def2-TZVPD

CARTESIAN COORDINATES (ANGSTROEM)
N  0.461  -1.892  1.927
C  0.227  -1.002  1.186
C  -0.143  0.118  0.364
C  0.177  1.372  0.784
N  0.768  1.629  1.975
N  -0.749  -0.129  -0.876
C  -0.077  -0.252  -2.092
O  -0.666  -0.496  -3.121
H  0.055  2.272  0.189
H  0.728  2.624  2.393
H  0.736  0.914  2.752
H  -1.677  -0.469  -0.964
H  1.022  -0.036  -2.025

As for the HOMO energy: -0.33724 Ha. Its HOMO-LUMO gap is 9.6 eV. Its SMILES is N#C/C(=C\N)NC=O. For the LUMO energy, the calculation gives 0.445 eV. Its spin multiplicity is 1.

Model Q:
C4H5N3O | ωB97M-V/def2-TZVPD

CARTESIAN COORDINATES (ANGSTROEM)
H  -2.645  -2.047  -0.865
N  -2.548  -1.039  -0.549
C  -1.303  -0.994  -0.189
N  -0.645  0.235  0.247
C  0.541  0.515  0.517
C  1.001  1.649  1.158
C  1.462  -0.301  -0.585
N  1.076  -1.506  -0.975
O  -0.328  -2.047  -0.434
H  -1.400  1.140  0.255
H  2.103  2.090  0.557
H  0.191  2.507  1.577
H  2.494  -0.202  -0.711

As for the HOMO energy: -0.32903 Ha. Its HOMO-LUMO gap is 8.8 eV. Its SMILES is [H]/N=C1/NC(=C)C=NO1. For the LUMO energy, the calculation gives -0.182 eV. Its spin multiplicity is 1.

Model R:
C4H5N3O | ωB97M-V/def2-TZVPD

CARTESIAN COORDINATES (ANGSTROEM)
C  -0.809  -0.505  1.576
C  -0.088  -0.227  0.230
N  1.128  -0.778  -0.192
C  1.457  -0.249  -1.391
N  0.642  0.741  -1.725
C  -0.397  0.670  -0.811
N  -1.407  1.410  -0.731
O  -1.356  2.500  -1.385
H  -0.527  0.478  2.227
H  -0.607  -1.449  2.158
H  -1.966  -0.465  1.491
H  1.501  -1.619  0.426
H  2.429  -0.507  -1.872

As for the HOMO energy: -0.31827 Ha. Its HOMO-LUMO gap is 8.3 eV. Its SMILES is Cc1[nH]cnc1N=O. For the LUMO energy, the calculation gives -0.404 eV. Its spin multiplicity is 1.

Which of them is most stable, and which least? Most stable: model P; least stable: model Q.

Model P:
C4H5N3O | ωB97M-V/def2-TZVPD

CARTESIAN COORDINATES (ANGSTROEM)
C  0.932  -0.786  0.314
C  -0.120  0.355  0.440
C  -1.398  0.481  -0.413
C  -1.796  1.838  -0.956
H  2.760  0.217  1.417
H  2.766  -1.391  -0.489
H  -0.610  -2.175  0.325
H  0.328  1.446  0.654
H  -1.767  -0.290  -1.086
N  2.239  -0.441  0.287
N  0.293  -1.909  0.346
N  -2.264  2.551  -1.914
O  -1.361  0.104  1.076

As for the HOMO energy: -0.34975 Ha. Its HOMO-LUMO gap is 8.8 eV. For the LUMO energy, the calculation gives -0.675 eV. Its spin multiplicity is 1.

Model Q:
C4H5N3O | ωB97M-V/def2-TZVPD

CARTESIAN COORDINATES (ANGSTROEM)
N  -1.070  -1.720  1.126
C  -0.333  -0.850  0.305
C  -0.155  0.553  0.551
C  0.483  1.250  -0.410
O  1.139  2.498  -0.188
N  0.844  0.651  -1.592
C  0.545  -0.539  -1.808
N  0.046  -1.409  -0.827
H  -1.790  -1.028  1.592
H  -0.483  -2.217  1.863
H  -0.560  0.907  1.523
H  0.598  2.839  0.627
H  0.737  -0.934  -2.761

As for the HOMO energy: -0.35791 Ha. Its HOMO-LUMO gap is 10.3 eV. Its SMILES is Nc1cc(O)ncn1. For the LUMO energy, the calculation gives 0.537 eV. Its spin multiplicity is 1.

Model R:
C4H5N3O | ωB97M-V/def2-TZVPD

CARTESIAN COORDINATES (ANGSTROEM)
C  -0.835  1.412  -0.088
C  -0.384  -0.899  0.121
C  0.889  -1.819  -0.155
C  1.564  0.227  0.117
H  -0.657  2.052  1.358
H  -0.231  2.339  -1.218
H  -2.172  0.655  -0.496
H  -1.768  0.035  0.305
H  0.687  -2.961  -0.208
N  0.120  0.280  0.226
N  -1.591  -1.053  -0.001
N  1.997  -1.249  0.105
O  2.381  0.981  -0.064

As for the HOMO energy: -0.36239 Ha. Its HOMO-LUMO gap is 9.3 eV. For the LUMO energy, the calculation gives -0.567 eV. Its spin multiplicity is 1.

Model S:
C4H5N3O | ωB97M-V/def2-TZVPD

CARTESIAN COORDINATES (ANGSTROEM)
C  1.175  -0.421  -0.090
C  -0.817  0.693  -0.100
C  -2.189  0.061  0.099
C  -0.259  -0.501  -0.214
H  1.776  -2.054  0.199
H  0.260  2.442  -0.410
H  -2.666  0.269  1.087
H  -2.941  0.247  -0.681
H  -1.520  -1.790  0.737
N  2.159  -1.168  0.142
N  0.154  1.631  0.229
N  -1.444  -1.284  -0.146
O  1.443  0.955  -0.085

As for the HOMO energy: -0.30972 Ha. Its HOMO-LUMO gap is 9.0 eV. For the LUMO energy, the calculation gives 0.548 eV. Its spin multiplicity is 1.

Which of them is most stable, and which least? Most stable: model Q; least stable: model R.

Model P:
C4H5N3O | ωB97M-V/def2-TZVPD

CARTESIAN COORDINATES (ANGSTROEM)
H  2.286  -1.153  2.114
N  1.935  -1.025  1.060
C  0.712  -0.523  1.008
N  -0.348  -0.490  1.946
C  0.207  -0.193  -0.250
N  0.866  0.253  -1.301
C  -0.054  0.942  -2.092
C  -1.245  0.788  -1.619
O  -1.154  0.098  -0.465
H  -1.266  -0.006  1.953
H  -0.057  -1.072  2.775
H  0.362  1.466  -3.046
H  -2.243  0.914  -2.081

As for the HOMO energy: -0.33677 Ha. Its HOMO-LUMO gap is 9.5 eV. Its SMILES is [H]/N=C(\N)c1ncco1. For the LUMO energy, the calculation gives 0.361 eV. Its spin multiplicity is 1.

Model Q:
C4H5N3O | ωB97M-V/def2-TZVPD

CARTESIAN COORDINATES (ANGSTROEM)
H  2.917  -0.155  0.235
N  2.414  0.705  -0.083
C  1.132  0.330  -0.028
N  0.676  -0.958  0.079
N  -0.702  -1.493  -0.248
C  -1.630  -0.636  -0.161
C  -1.234  0.647  0.432
O  -0.965  2.133  -0.098
C  -0.175  1.110  -0.352
H  1.400  -1.875  0.304
H  -2.597  -1.029  -0.160
H  -0.932  0.594  1.457
H  -0.305  0.628  -1.378

As for the HOMO energy: -0.33840 Ha. Its HOMO-LUMO gap is 9.6 eV. Its SMILES is [H]/N=C1\NN=C[C@@H]2O[C@@H]12. For the LUMO energy, the calculation gives 0.355 eV. Its spin multiplicity is 1.

Model R:
C4H5N3O | ωB97M-V/def2-TZVPD

CARTESIAN COORDINATES (ANGSTROEM)
C  2.026  -0.187  -1.250
C  1.322  0.816  -0.837
C  0.088  0.646  -0.048
N  -0.806  1.530  0.315
N  -1.967  1.029  0.720
C  -2.122  -0.239  1.007
N  -0.884  -0.912  1.252
O  -0.103  -0.801  0.050
H  1.897  -1.042  -0.581
H  2.943  -0.077  -1.826
H  1.520  1.751  -1.472
H  -3.192  -0.624  1.266
H  -0.721  -1.891  1.404

As for the HOMO energy: -0.32730 Ha. Its HOMO-LUMO gap is 8.7 eV. Its SMILES is C=CC1=NN=CNO1. For the LUMO energy, the calculation gives -0.190 eV. Its spin multiplicity is 1.

Model S:
C4H5N3O | ωB97M-V/def2-TZVPD

CARTESIAN COORDINATES (ANGSTROEM)
C  -2.640  0.028  0.300
C  -1.567  -0.872  -0.219
N  -0.204  -0.562  -0.344
C  0.884  -1.381  0.093
N  2.029  -0.757  0.173
N  1.583  0.547  0.200
C  0.323  0.868  -0.158
O  -0.105  1.991  -0.193
H  -3.687  -0.560  0.593
H  -2.722  1.144  0.884
H  -1.819  -1.930  -0.554
H  0.903  -2.411  -0.022
H  2.311  1.370  0.345

As for the HOMO energy: -0.32396 Ha. Its HOMO-LUMO gap is 9.4 eV. Its SMILES is C=Cn1cn[nH]c1=O. For the LUMO energy, the calculation gives 0.562 eV. Its spin multiplicity is 1.

Which of them is most stable, and which least? Most stable: model P; least stable: model Q.

Model P:
C8H8 | ωB97M-V/def2-TZVPD

CARTESIAN COORDINATES (ANGSTROEM)
C  2.760  0.219  0.014
C  3.402  1.248  0.324
C  1.786  -0.701  -0.075
C  0.368  -0.697  0.075
C  1.132  -2.011  0.008
C  -0.687  0.143  0.002
C  -0.371  1.637  -0.133
C  -2.131  -0.042  0.084
H  0.921  -2.566  -0.876
H  1.110  -2.707  0.899
H  0.579  1.753  -0.309
H  -0.694  2.084  0.729
H  -0.898  1.920  -0.945
H  -2.308  -0.420  -0.899
H  -2.589  0.966  0.266
H  -2.379  -0.825  0.835

As for the HOMO energy: -0.33795 Ha. Its HOMO-LUMO gap is 7.8 eV. For the LUMO energy, the calculation gives -1.439 eV. Its spin multiplicity is 1.

Model Q:
C8H8 | ωB97M-V/def2-TZVPD

CARTESIAN COORDINATES (ANGSTROEM)
C  -1.979  0.631  0.139
C  -1.966  -0.791  0.064
C  -0.742  -1.500  -0.127
C  0.347  -0.853  0.008
C  0.201  0.543  -0.168
C  -0.853  1.429  -0.050
C  1.669  0.865  -0.107
C  1.933  -0.700  0.164
H  -3.071  1.122  0.273
H  -2.936  -1.295  -0.314
H  -0.581  -2.584  -0.285
H  -0.831  2.562  0.062
H  1.876  1.524  0.848
H  2.028  1.545  -0.985
H  2.429  -1.329  -0.551
H  2.474  -1.168  1.029

As for the HOMO energy: -0.31404 Ha. Its HOMO-LUMO gap is 9.6 eV. Its SMILES is c1ccc2c(c1)CC2. For the LUMO energy, the calculation gives 1.078 eV. Its spin multiplicity is 1.

Which of them is most stable, and which least? Most stable: model Q; least stable: model P.